The molecule C4H8O2. Source: the OMol25 dataset; level of theory: ωB97M-V/def2-TZVPD.

Structure (XYZ):
```
14
Properties=species:S:1:pos:R:3:forces:R:3
C 0.31107 -1.37721 0.15147 0.14 -0.03 0.14
C 1.23548 -0.23016 0.52348 0.25 -0.17 -0.03
O 0.49885 0.90224 0.93149 0.11 0.11 0.05
C -0.29538 1.35481 -0.14608 -0.09 0.06 -0.16
C -1.29361 0.25516 -0.50219 -0.11 0.15 0.08
O -0.61785 -0.95145 -0.82906 -0.01 -0.01 -0.12
H 0.87961 -2.19850 -0.30241 -0.10 0.17 0.11
H -0.19362 -1.77226 1.04935 -0.07 0.20 -0.17
H 1.89616 -0.48621 1.35516 -0.04 -0.10 -0.13
H 1.83673 0.03750 -0.36068 0.04 -0.07 0.15
H -0.74164 2.30072 0.18232 -0.24 -0.34 -0.12
H 0.34632 1.57917 -1.01679 -0.10 -0.11 0.12
H -1.97095 0.09126 0.35109 0.11 0.02 -0.09
H -1.89118 0.49494 -1.38717 0.09 0.11 0.17
```
Positions in Å, forces in eV/Å.

Its SMILES is C1COCCO1.

***

The molecule C4H9NO2 at a distorted geometry. Source: the OMol25 dataset; level of theory: ωB97M-V/def2-TZVPD.

Structure (XYZ):
```
16
Properties=species:S:1:pos:R:3:forces:R:3
C -0.24833 2.04970 -0.70805 -0.60 -0.27 -1.40
C 0.04680 0.56449 -0.92554 0.29 0.61 1.41
O 1.39791 0.37802 -1.33617 -0.42 -0.13 -0.11
C -0.20015 -0.14861 0.40056 -0.05 0.80 0.00
N -0.05753 -1.56927 0.30385 0.10 -1.31 0.58
C -0.06719 -2.34097 1.41228 -0.66 0.02 0.67
O -0.06025 -1.92051 2.54944 0.17 0.18 0.06
H 0.28545 2.47195 0.13878 -0.05 0.03 0.09
H -1.32955 2.17038 -0.63666 -0.03 0.14 0.57
H -0.01474 2.58907 -1.63325 0.36 0.01 0.28
H -0.63769 0.15916 -1.65811 0.17 -0.14 -0.56
H 1.90974 0.73605 -0.60184 0.30 -0.09 -0.15
H 0.45310 0.27321 1.17699 0.44 -0.40 -0.27
H -1.16693 0.15013 0.81705 -0.38 -0.34 -0.33
H -0.10322 -2.14305 -0.52259 -0.04 0.86 -0.54
H -0.20741 -3.41975 1.22324 0.39 0.02 -0.28
```
Positions in Å, forces in eV/Å.

Its SMILES is C[C@@H](O)CNC=O.

***

Which energy above the lowest of the compared OMol25 structures with the same formula, charge and spin belongs to each record? In order, 147.7, 109.4 kJ/mol.
Which frontier orbital gap belongs to each record? In order, 0.385, 0.391 hartree.
Which molecular weight belongs to each record? In order, 88.1, 103.1 Da.